Record 1
ORCA calculation (ωB97M-V/def2-TZVPD) on the molecule C3H5NS2.

Each line ends with the Mulliken charge.
Element x y z (Å)
C: 2.6122 0.2409 -0.1297  -0.73
C: -1.4141 -0.4338 0.2678  0.13
C: -2.7293 0.2905 0.0971  -0.31
H: 3.5699 -0.4964 -0.3387  0.25
H: 2.9672 0.7662 0.8759  0.28
H: 2.5230 0.9544 -1.0203  0.27
H: -1.5400 -1.4975 0.6891  0.30
H: -2.7513 1.4717 -0.1722  0.27
N: -0.1871 0.0936 0.0381  -0.34
S: 1.0895 -0.9367 -0.1172  0.07
S: -4.1401 -0.4528 -0.1898  -0.19

The value obtained for the gap between HOMO and LUMO is 7.4502 eV. The value obtained for the total energy is -968.3326 Eh. The value obtained for the energy relative to the best compared isomer or geometry (same formula, charge and spin) is 295.25 kJ/mol. As for the SMILES: CS/N=C/C=S.

---

Record 2
ORCA calculation (ωB97M-V/def2-TZVPD) on C29H15CoF5N16SSe as an isolated structure.

Each line ends with the Mulliken charge.
Element x y z (Å)
Co: 0.4359 -0.2244 0.9191  -0.08
S: -5.8743 0.4863 4.7216  0.17
N: -4.3542 0.1397 5.1915  -0.71
C: -3.6136 -0.0704 4.1140  0.90
C: -2.2156 -0.3808 4.0974  -0.23
C: -1.4464 -0.6150 5.2335  -0.51
C: -0.1058 -0.9279 5.0729  -1.23
C: 0.4441 -0.9280 3.7966  0.19
N: -0.2586 -0.6911 2.7025  0.36
C: -1.5915 -0.4699 2.8257  0.18
C: -2.3377 -0.3622 1.6182  0.31
N: -1.6538 -0.5056 0.4589  0.24
C: -2.3025 -0.4439 -0.6813  -0.47
C: -3.6746 -0.1791 -0.7621  -0.93
C: -4.3896 0.0103 0.4028  -0.75
C: -3.7320 -0.1026 1.6273  -0.05
C: -4.3587 0.0663 2.8998  0.96
N: -5.6308 0.3740 3.1174  -0.71
H: -1.9056 -0.5768 6.2088  0.56
H: 0.5131 -1.1666 5.9221  0.44
H: 1.4904 -1.1558 3.6543  0.45
H: -1.7201 -0.5693 -1.5830  0.50
H: -4.1559 -0.1266 -1.7253  0.55
H: -5.4444 0.2400 0.4041  0.57
N: 0.8762 3.7579 0.2600  -0.10
C: -0.3661 3.7528 -0.3016  -0.85
C: -0.9579 2.5809 0.0771  -0.34
N: -0.0974 1.8673 0.8448  0.51
C: 1.0099 2.5918 0.9406  0.31
C: 2.1468 2.0467 1.6203  -0.31
N: 2.2072 0.7431 1.8613  0.13
C: 3.3851 0.5231 2.4923  -0.78
C: 4.0444 1.7099 2.6552  -0.65
N: 3.2471 2.6680 2.1037  0.05
H: 1.5872 4.4492 0.0777  0.26
H: -0.7226 4.5545 -0.9153  0.44
H: -1.9395 2.2271 -0.1608  0.30
H: 3.6935 -0.4635 2.7717  0.55
H: 4.9852 1.9433 3.1093  0.43
H: 3.5009 3.6357 1.9807  0.25
N: 0.6308 -5.5767 1.1537  -0.66
N: 0.6715 -4.3167 0.6626  1.27
N: 0.3306 -4.0607 -0.5738  -0.95
C: 0.4378 -2.7475 -0.6313  -0.73
N: 0.8403 -2.2472 0.5438  0.74
N: 0.9888 -3.2609 1.3556  -0.97
H: 0.5951 -6.2406 0.3879  0.32
H: 1.3640 -5.7695 1.8244  0.26
H: 0.2503 -2.1786 -1.5152  0.96
F: -0.1739 -0.7808 -8.8538  -0.31
C: -0.1180 -0.3030 -7.6023  0.49
C: 0.4372 0.9517 -7.3510  0.27
F: 0.9304 1.6750 -8.3659  -0.31
C: 0.4792 1.4440 -6.0552  0.02
F: 1.0090 2.6536 -5.8267  -0.31
C: -0.0227 0.7169 -4.9722  0.06
Se: 0.0365 1.3770 -3.2218  -0.37
C: -0.5648 -0.5393 -5.2523  0.33
F: -1.0463 -1.2664 -4.2288  -0.24
C: -0.6166 -1.0516 -6.5377  -0.11
F: -1.1498 -2.2613 -6.7608  -0.32
N: 1.2645 0.1137 -0.7575  0.00
C: 2.4050 0.2354 -1.0017  0.94
C: 3.7315 0.4643 -1.2160  -0.28
C: 4.6069 -0.5413 -1.6275  0.04
N: 5.3126 -1.3960 -1.9342  -0.55
C: 4.1819 1.7263 -0.8394  0.17
N: 4.4721 2.7746 -0.4572  -0.63

The value obtained for the gap between HOMO and LUMO (spin up / spin down) is 3.9348 / 3.9356 eV. The value obtained for the total energy is -6671.8938 Eh. The value obtained for the energy relative to the best compared isomer or geometry (same formula, charge and spin) is 120.25 kJ/mol. As for the expectation value of S²: 0.805. The spin multiplicity is 2.

---

Record 3
ORCA calculation (ωB97M-V/def2-TZVPD) on a 2-piece molecular cluster, HI3P2 overall.

Each line ends with the Mulliken charge.
Element x y z (Å)
P: -2.9208 1.1880 0.2049  -0.10
P: 1.9364 -0.5430 0.9832  -0.05
I: 3.2725 0.5883 -0.6432  0.04
I: 1.4500 -2.7978 -0.0485  -0.05
I: -0.5309 1.5997 0.0180  0.10
H: -3.2070 -0.0352 -0.5144  0.07

The value obtained for the gap between HOMO and LUMO (spin up / spin down) is 6.4624 / 6.9194 eV. The value obtained for the total energy is -1576.3520 Eh. The value obtained for the energy relative to the best compared isomer or geometry (same formula, charge and spin) is 234.87 kJ/mol.

---

Record 4
ORCA calculation (ωB97M-V/def2-TZVPD) on C4H2LiO2Tl as an isolated structure.

Each line ends with the Mulliken charge.
Element x y z (Å)
H: -2.4089 1.2591 0.0738  0.34
O: -2.4167 -0.8114 0.0145  -0.54
C: -1.7991 0.3358 0.1073  -0.10
C: -0.4845 0.5500 0.1448  0.56
C: 0.8148 0.8207 0.0747  -0.04
Li: -2.3694 -2.5000 -0.3518  0.94
O: 2.9687 -0.0173 -0.1203  -0.40
C: 1.7548 -0.2919 0.0178  0.08
Tl: 2.4834 1.9976 -0.1560  0.76
H: 1.4571 -1.3426 0.1951  0.41

The value obtained for the gap between HOMO and LUMO is 5.9712 eV. The net charge is +2. The value obtained for the total energy is -483.2948 Eh. The value obtained for the energy relative to the best compared isomer or geometry (same formula, charge and spin) is 0.00 kJ/mol.

---

Record 5
ORCA calculation (ωB97M-V/def2-TZVPD) on a 2-piece molecular cluster, C4H15N2O overall.

Each line ends with the Mulliken charge.
Element x y z (Å)
N: -1.5298 -1.2414 -0.8113  -0.25
C: -1.9301 0.2190 -0.6965  -0.50
C: -1.3130 0.8613 0.5112  -0.73
N: 0.0042 0.2595 0.6832  -0.31
C: 1.0868 0.9989 -0.0123  -0.05
C: 2.0200 1.3850 1.1107  -1.41
H: -1.9366 -1.6578 -1.6644  0.35
H: -1.8277 -1.8988 -0.0694  0.36
H: -0.4271 -1.1818 -0.7223  0.24
H: -1.5915 0.7352 -1.6201  0.28
H: -2.9899 0.2828 -0.7096  0.45
H: -1.8886 0.8099 1.4560  0.40
H: -1.0983 1.9970 0.4002  0.35
H: 0.2388 -0.1183 1.6934  0.27
H: 0.5374 1.9017 -0.5029  0.31
H: 1.6781 0.3363 -0.7703  0.16
H: 1.8538 2.2941 1.6121  0.37
H: 2.1591 0.6922 1.9536  0.33
H: 3.0155 1.4449 0.7634  0.40
H: 1.6865 -2.9394 -1.5561  0.29
H: 1.1474 -2.7332 -0.0637  0.31
O: 1.1050 -2.4471 -0.9847  -0.62

The value obtained for the gap between HOMO and LUMO is 9.7129 eV. The net charge is +1. The value obtained for the total energy is -345.8678 Eh. The value obtained for the energy relative to the best compared isomer or geometry (same formula, charge and spin) is 204.61 kJ/mol.

---

Record 6
ORCA calculation (ωB97M-V/def2-TZVPD) on C39H43As2NO4PZn as an isolated structure.

Each line ends with the Mulliken charge.
Element x y z (Å)
Zn: -0.9755 -0.3776 0.0143  3.42
C: -1.3632 0.2488 3.5091  -1.06
C: -1.6774 1.5313 2.7431  -1.23
As: -0.4000 1.8306 1.2687  -0.06
C: -0.4256 3.7256 0.9157  0.85
C: -0.0749 4.1523 -0.3614  -0.23
C: -0.0242 5.5070 -0.6551  -0.77
C: -0.3279 6.4378 0.3252  -0.53
C: -0.6782 6.0181 1.5992  -0.83
C: -0.7274 4.6656 1.8986  -0.46
C: 1.2824 1.4833 2.1581  0.36
C: 1.6533 2.1571 3.3199  -0.47
C: 2.8381 1.8343 3.9573  -0.68
C: 3.6627 0.8441 3.4326  -0.70
C: 3.3027 0.1825 2.2730  -1.01
C: 2.1104 0.4994 1.6342  0.12
As: -1.1501 -1.2887 2.3073  0.10
C: -2.6127 -2.4753 2.7086  0.44
C: -3.2015 -3.1909 1.6762  -0.25
C: -4.2167 -4.0946 1.9481  -0.71
C: -4.6434 -4.2831 3.2528  -0.53
C: -4.0496 -3.5769 4.2898  -0.80
C: -3.0309 -2.6779 4.0216  -0.58
C: 0.4340 -2.2111 2.8825  0.48
C: 1.1064 -2.9903 1.9464  -0.28
C: 2.2546 -3.6675 2.3276  -0.76
C: 2.7277 -3.5629 3.6274  -0.52
C: 2.0523 -2.7877 4.5573  -0.78
C: 0.8991 -2.1116 4.1891  -0.28
H: -2.1600 0.0201 4.2238  0.68
H: -0.4237 0.3523 4.0594  0.37
H: -1.6833 2.3919 3.4187  0.58
H: -2.6705 1.4792 2.2792  0.42
H: 0.1791 3.4281 -1.1304  0.37
H: 0.2546 5.8330 -1.6464  0.45
H: -0.2893 7.4927 0.0982  0.40
H: -0.9131 6.7452 2.3630  0.42
H: -1.0036 4.3603 2.8999  0.26
H: 1.0246 2.9389 3.7328  0.36
H: 3.1245 2.3580 4.8583  0.45
H: 4.5878 0.5945 3.9321  0.43
H: 3.9395 -0.5878 1.8629  0.49
H: 1.8348 -0.0363 0.7293  0.17
H: -2.8607 -3.0547 0.6546  0.33
H: -4.6700 -4.6555 1.1433  0.44
H: -5.4326 -4.9866 3.4657  0.40
H: -4.3755 -3.7325 5.3071  0.42
H: -2.5605 -2.1475 4.8438  0.31
H: 0.7623 -3.0520 0.9205  0.21
H: 2.7807 -4.2713 1.6025  0.46
H: 3.6236 -4.0913 3.9191  0.43
H: 2.4197 -2.7111 5.5708  0.43
H: 0.3796 -1.5090 4.9264  0.33
O: 0.9901 -2.9645 -2.1600  -0.68
C: 0.9582 -1.7781 -1.9108  -0.70
O: 0.4754 -1.2752 -0.8182  0.03
C: 1.3528 -0.7504 -2.9477  0.03
C: 1.6721 0.5515 -2.5734  0.16
C: 1.9929 1.4986 -3.5319  -0.65
C: 1.9730 1.1101 -4.8595  0.04
C: 1.6812 -0.1796 -5.2649  -0.57
C: 1.3769 -1.1166 -4.2899  -0.79
N: 2.2760 2.1255 -5.8878  1.01
O: 2.4149 1.7421 -7.0250  -0.60
O: 2.3574 3.2767 -5.5176  -0.60
H: 1.6790 0.8185 -1.5225  0.66
H: 2.2535 2.5133 -3.2745  0.54
H: 1.6992 -0.4303 -6.3139  0.54
H: 1.1532 -2.1392 -4.5525  0.55
C: -2.9466 1.9642 -3.7741  -1.48
C: -2.0447 1.5796 -2.6029  0.33
P: -2.5656 0.0985 -1.6722  -0.02
C: -2.6393 -1.2342 -2.9219  -0.59
C: -2.6076 -2.6458 -2.3490  -1.04
C: -4.2639 0.4698 -1.1137  -0.73
C: -4.8319 -0.5287 -0.1155  -0.93
H: -2.5393 2.8302 -4.2920  0.46
H: -3.9514 2.2229 -3.4436  0.35
H: -3.0227 1.1582 -4.5012  0.34
H: -1.9723 2.3989 -1.8780  0.17
H: -1.0254 1.3793 -2.9484  -0.12
H: -1.7736 -1.0748 -3.5741  0.36
H: -3.5318 -1.0776 -3.5366  0.58
H: -1.7167 -2.8089 -1.7408  0.06
H: -2.5898 -3.3775 -3.1534  0.47
H: -3.4893 -2.8495 -1.7429  0.23
H: -4.9069 0.5418 -1.9962  0.57
H: -4.2246 1.4744 -0.6748  0.38
H: -4.9584 -1.5146 -0.5584  0.28
H: -5.8071 -0.2007 0.2371  0.46
H: -4.1822 -0.6440 0.7565  0.05

The value obtained for the gap between HOMO and LUMO is 9.2947 eV. The net charge is +1. The value obtained for the total energy is -8459.6538 Eh.

---

Repeat the third record exactly.
ORCA calculation (ωB97M-V/def2-TZVPD) on a 2-piece molecular cluster, HI3P2 overall.

Each line ends with the Mulliken charge.
Element x y z (Å)
P: -2.9208 1.1880 0.2049  -0.10
P: 1.9364 -0.5430 0.9832  -0.05
I: 3.2725 0.5883 -0.6432  0.04
I: 1.4500 -2.7978 -0.0485  -0.05
I: -0.5309 1.5997 0.0180  0.10
H: -3.2070 -0.0352 -0.5144  0.07

The value obtained for the gap between HOMO and LUMO (spin up / spin down) is 6.4624 / 6.9194 eV. The value obtained for the total energy is -1576.3520 Eh. The value obtained for the energy relative to the best compared isomer or geometry (same formula, charge and spin) is 234.87 kJ/mol.

---

- What is the formula in the fifth record?
  C4H15N2O